Entry from the Open Molecules 2025 dataset: 15 unconnected molecules or ions with the total composition H30O15 at a distorted geometry (wB97M-V/def2-TZVPD).

Output
Energy relative to the best compared isomer or geometry (same formula, charge and spin) (kcal/mol): 146.1
Maximum force (Eh/bohr): 0.121
E_tot (eV): -31195.3320
Kohn-Sham gap (eV): 9.344

```
45
H30O15 wB97M-V/def2-TZVPD
H 1.6898 -0.9618 -0.5380
H 0.0580 -0.5291 -0.4561
H 3.0342 -0.8046 1.2447
H 3.1119 -1.9090 2.3840
H -0.4885 0.7845 -1.5587
H -2.0395 0.6474 -1.4556
H -2.0570 2.0748 2.5103
H -1.1525 0.8835 2.0251
H -1.7094 -2.4864 2.9111
H -0.8798 -1.8787 4.0875
H 1.2497 -3.0730 -2.1930
H 1.1923 -4.3713 -2.9793
H -3.8042 -0.1262 2.9868
H -3.0208 -1.2571 2.4930
H 3.6799 -2.6080 -2.0684
H 2.8975 -3.8031 -1.6835
H -1.9760 3.7750 0.2551
H -0.7892 3.3125 1.1309
H 4.7289 2.6105 -0.2828
H 3.6967 2.6351 0.7554
H -1.8279 -0.2046 -3.4190
H -2.2130 0.6900 -4.5676
H -3.5711 -2.2356 -2.7391
H -2.3333 -2.4163 -1.8357
H -2.1453 2.3465 -3.8851
H -1.4690 2.1255 -2.5869
H 1.7337 2.6107 1.3436
H 2.2153 2.8821 2.8448
H 2.4407 -0.0915 3.5959
H 1.6249 0.5035 2.5668
O 0.9505 -0.4689 -0.0410
O 3.3085 -1.7610 1.4459
O -1.1889 0.5994 -0.9304
O -1.6442 1.7057 1.7863
O -1.3757 -1.6462 3.3077
O 0.9253 -3.9255 -2.1550
O -3.3131 -0.3340 2.2390
O 2.8152 -2.8398 -1.7819
O -1.0296 3.7162 0.2536
O 3.7689 2.3024 -0.1044
O -2.4862 0.4351 -3.6678
O -2.5947 -2.1421 -2.6478
O -2.2878 2.3929 -2.9947
O 2.3355 2.3088 2.0251
O 1.5818 -0.2336 3.1547
```

Here is what Löwdin gives for the atomic charges, in e: 0.059, 0.001, 0.047, 0.018, 0.041, 0.079, 0.004, 0.067, 0.073, 0.044, -0.050, 0.061, -0.005, 0.036, 0.049, 0.077, 0.014, 0.017, 0.090, -0.054, 0.017, 0.073, 0.080, -0.022, -0.018, 0.018, 0.056, 0.114, 0.052, -0.033, -0.101, -0.103, -0.063, -0.049, -0.060, -0.063, -0.058, -0.058, -0.093, -0.080, -0.087, -0.016, -0.045, -0.067, -0.063

=====

Entry from the Open Molecules 2025 dataset: 15 unconnected molecules or ions with the total composition H30O15 at a distorted geometry (wB97M-V/def2-TZVPD).

Output
Energy relative to the best compared isomer or geometry (same formula, charge and spin) (kcal/mol): 132.5
Maximum force (Eh/bohr): 0.143
E_tot (eV): -31195.9215
Kohn-Sham gap (eV): 8.905

```
45
H30O15 wB97M-V/def2-TZVPD
O 4.6442 -0.3404 -1.0869
H 4.3014 -1.1855 -1.2912
H 3.8325 0.1765 -1.3788
O -1.2540 -0.1079 -2.6150
H -2.0786 0.2634 -2.9681
H -0.7024 0.7177 -2.3041
O 0.3022 2.6224 2.3625
H 0.3933 2.6973 1.3083
H 1.1472 2.9966 2.5167
O 3.0871 -3.1659 -1.4720
H 3.2872 -2.6599 -0.6996
H 2.7226 -2.4178 -2.0300
O -1.6544 1.6147 3.2773
H -0.9777 0.9318 3.0975
H -1.3708 1.8223 4.1610
O 1.4615 -2.5999 3.2406
H 2.0815 -1.9760 3.6970
H 0.9874 -3.2071 3.8227
O -2.6641 2.2343 -1.7482
H -3.4968 2.3629 -1.2879
H -2.5525 3.0265 -2.0774
O -3.6526 -0.3378 0.2743
H -4.2458 0.2232 0.7757
H -3.7268 -0.1470 -0.6856
O 1.5695 -1.4825 0.1223
H 1.9880 -1.5042 0.9508
H 0.6501 -1.2056 0.1172
O 1.8250 2.5216 -1.9678
H 2.6854 2.0257 -1.5508
H 1.5864 3.2976 -1.3366
O 0.5093 -4.3148 -0.8160
H 1.3521 -4.0753 -0.3570
H 0.0722 -3.4715 -0.7412
O -4.1579 1.7982 1.4326
H -3.6116 2.1172 0.6417
H -3.4661 1.9599 2.1230
O -0.7682 0.3291 1.2001
H -1.4392 -0.4282 1.3539
H -1.3197 1.0475 1.1386
O 2.7176 0.4805 -2.2695
H 2.5989 1.1414 -2.9903
H 1.8643 0.3163 -1.9733
O -1.1979 -1.4513 -0.4843
H -1.2649 -1.2190 -1.4813
H -2.0648 -1.4273 -0.0010
```

Here is what Löwdin gives for the atomic charges, in e: -0.089, -0.044, -0.034, -0.078, 0.052, 0.115, -0.085, 0.116, 0.013, -0.065, -0.010, 0.069, -0.088, 0.036, 0.042, -0.072, 0.061, 0.039, 0.041, 0.050, -0.033, -0.071, 0.004, 0.063, -0.027, 0.011, -0.004, -0.172, 0.122, 0.087, -0.085, 0.026, -0.026, -0.081, 0.061, 0.051, -0.067, 0.097, -0.039, -0.048, 0.109, 0.030, -0.144, 0.038, 0.033

=====

Entry from the Open Molecules 2025 dataset: 15 unconnected molecules or ions with the total composition H30O15 at a distorted geometry (wB97M-V/def2-TZVPD).

Output
Energy relative to the best compared isomer or geometry (same formula, charge and spin) (kcal/mol): 232.5
Maximum force (Eh/bohr): 0.159
E_tot (eV): -31191.5855
Kohn-Sham gap (eV): 8.467

```
45
H30O15 wB97M-V/def2-TZVPD
H 1.1581 -0.2573 -0.0406
H -0.1748 -0.9130 -0.0279
H -3.9638 -2.6092 0.1511
H -4.4650 -1.6374 1.1859
H -2.9112 3.5588 0.1817
H -2.6778 2.3054 0.9222
H 6.3212 0.6743 1.3785
H 4.9291 0.3736 1.8892
H -3.8273 -0.3514 -0.2598
H -3.1220 -0.2689 1.0788
H 5.3943 -0.8479 -0.0559
H 3.9222 -0.1077 -0.1149
H 3.4458 4.1660 -0.6282
H 1.9912 4.0489 -0.9992
H 2.8686 -2.2160 -2.6631
H 3.9041 -3.3094 -2.0809
H 0.1958 3.2799 -1.0544
H 0.7091 1.8651 -0.3352
H -0.7730 -1.4794 -1.5103
H 0.1043 -1.9062 -2.5846
H -2.0722 -2.6909 -1.4211
H -3.4583 -2.6629 -1.7236
H -1.1693 -1.4039 2.7220
H -1.1279 -0.0616 3.3157
H -1.1411 1.6748 2.0790
H 0.2509 2.2357 2.4713
H 0.4310 -3.5162 1.0652
H 1.5829 -3.4038 -0.0424
H -3.4294 1.6050 -1.7467
H -3.5250 3.1643 -1.9593
O 0.2042 -0.0880 0.2594
O -3.6264 -1.9653 0.7657
O -2.1468 3.0098 0.6081
O 5.6265 -0.0116 1.4820
O -2.9438 -0.2503 0.0743
O 4.4076 -0.8596 0.1967
O 2.9077 4.1715 -1.3967
O 3.3125 -2.6002 -1.8311
O 0.7258 2.8766 -0.3734
O -0.5434 -1.1844 -2.4624
O -2.8289 -3.0118 -1.0610
O -1.3645 -0.9147 3.5259
O -0.4004 2.1074 1.7467
O 1.1468 -3.0406 0.7676
O -3.8475 2.4523 -1.4944
```

Here is what Löwdin gives for the atomic charges, in e: 0.090, -0.020, 0.016, 0.095, 0.089, -0.016, 0.082, -0.001, 0.034, 0.093, 0.101, 0.023, -0.006, 0.016, 0.081, 0.030, 0.041, 0.063, 0.034, 0.045, -0.039, 0.097, 0.032, -0.038, -0.020, 0.083, -0.014, 0.052, 0.053, -0.008, -0.068, -0.148, -0.097, -0.070, -0.107, -0.125, -0.095, -0.084, -0.083, -0.066, -0.005, -0.006, -0.074, -0.025, -0.036

=====

Entry from the Open Molecules 2025 dataset: a molecular structure, H30O15 at a distorted geometry (wB97M-V/def2-TZVPD).

Output
Energy relative to the best compared isomer or geometry (same formula, charge and spin) (kcal/mol): 444.2
Maximum force (Eh/bohr): 0.300
E_tot (eV): -31182.4051
Kohn-Sham gap (eV): 7.382

```
45
H30O15 wB97M-V/def2-TZVPD
O -72.7243 2.5651 15.7292
H -72.7493 3.4866 16.0007
H -73.5130 2.2420 16.0982
O -71.1114 5.5086 16.3424
H -71.8596 5.5594 15.6864
H -70.6664 6.2784 16.5256
O -73.9128 -0.6050 18.4594
H -73.9259 0.1500 17.7701
H -74.1361 -0.1366 19.3401
O -75.2564 4.1709 14.2107
H -76.1265 4.2050 13.7916
H -75.4471 3.6376 14.9360
O -70.1724 1.5548 14.3771
H -71.1888 1.8171 14.1578
H -70.3278 1.1409 15.1863
O -70.7756 1.1214 17.0634
H -70.4761 1.5633 17.8736
H -71.6750 1.4003 16.8656
O -75.9088 2.8936 19.0528
H -75.1053 2.8975 18.3325
H -75.9394 3.6822 19.4758
O -74.1330 2.5711 14.1079
H -74.6238 3.4321 14.0921
H -73.2099 2.9888 14.4391
O -75.1286 0.7352 14.7250
H -74.5919 1.3890 14.2188
H -74.7055 -0.0291 14.3921
O -73.3087 5.3911 14.9560
H -73.4788 4.9921 14.1426
H -74.1007 5.3082 15.4950
O -75.9975 3.1781 16.6784
H -75.9882 3.7023 17.5247
H -76.7427 2.6763 16.7126
O -71.9505 3.5737 13.9689
H -72.4992 4.4023 13.7150
H -71.0604 3.6589 14.5198
O -70.1542 3.6929 16.0288
H -70.5025 4.4130 16.6385
H -70.4140 2.9115 16.5154
O -74.0346 1.4024 16.5690
H -74.2855 1.0214 15.7843
H -74.4834 2.1760 16.4539
O -73.4830 3.7479 17.2867
H -73.8985 4.5802 16.9603
H -72.9255 4.3761 17.7359
```

Here is what Löwdin gives for the atomic charges, in e: -0.167, 0.006, -0.235, 0.014, 0.060, 0.053, -0.140, 0.021, 0.063, 0.169, 0.173, 0.062, -0.082, 0.103, -0.055, -0.045, 0.071, 0.023, -0.042, 0.112, -0.015, -0.116, -0.290, 0.033, -0.007, -0.071, 0.060, -0.013, 0.018, 0.074, -0.027, 0.064, 0.048, -0.147, 0.090, 0.112, -0.106, -0.049, -0.011, 0.059, -0.061, 0.006, -0.005, 0.090, 0.099

=====

Entry from the Open Molecules 2025 dataset: 15 unconnected molecules or ions with the total composition H30O15 at a distorted geometry (wB97M-V/def2-TZVPD).

Output
Energy relative to the best compared isomer or geometry (same formula, charge and spin) (kcal/mol): 38.4
Maximum force (Eh/bohr): 0.073
E_tot (eV): -31199.9997
Kohn-Sham gap (eV): 10.260

```
45
H30O15 wB97M-V/def2-TZVPD
O 16.3950 -0.1630 -0.5280
H 15.8500 -0.2150 0.2540
H 17.2380 -0.5670 -0.4090
O 16.0910 1.2300 5.4220
H 15.6500 0.8280 6.1550
H 16.2380 2.1230 5.6710
O 17.5890 3.4230 3.7600
H 17.5390 3.5460 2.7850
H 17.8520 4.3090 3.9750
O 12.9820 3.9990 5.4180
H 13.4200 3.7720 4.5750
H 13.4010 4.8600 5.5950
O 15.0880 1.7540 2.9480
H 15.9210 1.5260 2.5460
H 15.2100 1.6230 3.8410
O 15.3550 3.1030 0.2470
H 14.8610 2.3790 0.6220
H 14.8620 3.3350 -0.5150
O 14.4360 -1.2970 5.5330
H 15.2690 -0.9730 5.2000
H 14.4290 -1.4790 6.4630
O 12.1910 2.5470 2.7740
H 11.5850 1.8710 3.0790
H 12.9750 2.2830 3.1840
O 13.3920 1.3360 0.4360
H 13.0550 1.1400 1.3050
H 13.3630 0.4630 0.0540
O 14.6430 -0.7390 1.9890
H 15.3620 -1.1420 2.4750
H 14.5590 0.1060 2.4820
O 12.8010 0.3370 4.5210
H 12.5210 0.8140 5.2800
H 13.3280 -0.4070 4.8180
O 17.6260 0.7920 1.8670
H 18.5140 0.8680 1.6710
H 17.4520 -0.0990 1.5510
O 16.8320 -1.1240 3.7440
H 17.2020 -0.3610 3.3150
H 17.4260 -1.4910 4.3370
O 14.7370 4.4110 3.2880
H 15.4820 4.6720 3.7750
H 14.9960 3.5050 2.9970
O 17.8580 3.9020 0.9900
H 17.0450 3.5530 0.7020
H 17.6450 4.8500 1.1900
```

Here is what Löwdin gives for the atomic charges, in e: -0.030, -0.014, 0.014, -0.008, 0.042, 0.043, -0.058, -0.001, 0.032, -0.092, -0.020, 0.035, -0.029, 0.029, -0.018, -0.028, -0.011, 0.045, -0.008, 0.012, 0.070, -0.014, 0.045, -0.057, -0.030, 0.013, 0.056, -0.055, 0.000, 0.004, -0.038, 0.031, -0.035, 0.007, 0.045, 0.040, -0.006, 0.005, 0.036, -0.046, -0.003, 0.006, -0.052, -0.043, 0.086

=====

Entry from the Open Molecules 2025 dataset: 16 unconnected molecules or ions with the total composition H32O16 at a distorted geometry (wB97M-V/def2-TZVPD).

Output
Energy relative to the best compared isomer or geometry (same formula, charge and spin) (kcal/mol): 96.1
Maximum force (Eh/bohr): 0.067
E_tot (eV): -33280.7677
Kohn-Sham gap (eV): 10.125

```
48
H32O16 wB97M-V/def2-TZVPD
O -2.0409 -3.0875 0.5156
H -1.3329 -2.8105 1.0996
H -1.5659 -3.6025 -0.1464
O -0.3439 -0.0545 0.4476
H -0.9369 0.0545 -0.2434
H 0.4741 0.4385 0.2996
O -0.3359 -2.3565 -2.7814
H -0.3339 -1.4135 -2.7544
H 0.5041 -2.7075 -3.1234
O 3.1131 -0.2475 0.3676
H 2.6921 -0.5785 -0.4494
H 2.6611 -0.6655 1.1076
O 1.7331 -1.3685 2.5146
H 1.4131 -0.5365 2.8786
H 2.3681 -1.6815 3.1346
O 2.2781 2.1515 -0.2074
H 2.8421 2.5055 -0.8854
H 2.5971 1.2485 -0.0214
O -2.7819 -0.5965 -0.4854
H -2.4659 -1.4225 -0.0994
H -3.6159 -0.3995 -0.1094
O 0.7361 -2.6655 -0.1004
H 0.4401 -1.8105 0.1246
H 0.4591 -2.9235 -0.9814
O 2.3531 1.8375 2.5616
H 2.8561 2.3925 3.1486
H 2.2441 2.2365 1.7276
O -0.0339 2.8625 -1.6084
H 0.6041 2.7435 -0.8934
H -0.7929 2.9585 -1.0214
O -2.1469 0.2005 2.4116
H -1.7619 -0.0295 1.5526
H -2.9019 0.7425 2.2516
O 2.0501 -0.3355 -2.0834
H 2.1291 0.5655 -2.3884
H 2.7371 -0.8745 -2.4974
O -0.5679 2.8125 1.5446
H -1.4879 3.1285 1.4096
H -0.1049 3.6385 1.4146
O -3.6849 1.1205 -2.4094
H -3.1869 1.7975 -2.8394
H -3.0359 0.5875 -1.9544
O -0.8489 0.4505 -2.7894
H -0.3969 1.1895 -2.4104
H -0.4919 0.4275 -3.6984
O -0.8879 -2.3345 2.8896
H -1.2319 -1.4635 2.7966
H 0.0321 -2.1245 2.7856
```

Here is what Löwdin gives for the atomic charges, in e: -0.050, -0.012, 0.050, -0.016, -0.013, 0.052, -0.043, -0.032, 0.056, -0.057, 0.009, 0.005, -0.014, 0.068, 0.071, -0.063, 0.065, -0.015, -0.040, 0.015, 0.052, -0.037, -0.042, 0.006, -0.017, 0.043, -0.037, -0.054, -0.008, 0.042, -0.046, -0.015, 0.032, -0.027, 0.053, 0.086, -0.049, 0.064, 0.036, -0.057, 0.005, -0.037, -0.043, -0.020, 0.084, -0.024, -0.018, -0.010

=====

Please write out number 6 again, unchanged.
Entry from the Open Molecules 2025 dataset: 16 unconnected molecules or ions with the total composition H32O16 at a distorted geometry (wB97M-V/def2-TZVPD).

Output
Energy relative to the best compared isomer or geometry (same formula, charge and spin) (kcal/mol): 96.1
Maximum force (Eh/bohr): 0.067
E_tot (eV): -33280.7677
Kohn-Sham gap (eV): 10.125

```
48
H32O16 wB97M-V/def2-TZVPD
O -2.0409 -3.0875 0.5156
H -1.3329 -2.8105 1.0996
H -1.5659 -3.6025 -0.1464
O -0.3439 -0.0545 0.4476
H -0.9369 0.0545 -0.2434
H 0.4741 0.4385 0.2996
O -0.3359 -2.3565 -2.7814
H -0.3339 -1.4135 -2.7544
H 0.5041 -2.7075 -3.1234
O 3.1131 -0.2475 0.3676
H 2.6921 -0.5785 -0.4494
H 2.6611 -0.6655 1.1076
O 1.7331 -1.3685 2.5146
H 1.4131 -0.5365 2.8786
H 2.3681 -1.6815 3.1346
O 2.2781 2.1515 -0.2074
H 2.8421 2.5055 -0.8854
H 2.5971 1.2485 -0.0214
O -2.7819 -0.5965 -0.4854
H -2.4659 -1.4225 -0.0994
H -3.6159 -0.3995 -0.1094
O 0.7361 -2.6655 -0.1004
H 0.4401 -1.8105 0.1246
H 0.4591 -2.9235 -0.9814
O 2.3531 1.8375 2.5616
H 2.8561 2.3925 3.1486
H 2.2441 2.2365 1.7276
O -0.0339 2.8625 -1.6084
H 0.6041 2.7435 -0.8934
H -0.7929 2.9585 -1.0214
O -2.1469 0.2005 2.4116
H -1.7619 -0.0295 1.5526
H -2.9019 0.7425 2.2516
O 2.0501 -0.3355 -2.0834
H 2.1291 0.5655 -2.3884
H 2.7371 -0.8745 -2.4974
O -0.5679 2.8125 1.5446
H -1.4879 3.1285 1.4096
H -0.1049 3.6385 1.4146
O -3.6849 1.1205 -2.4094
H -3.1869 1.7975 -2.8394
H -3.0359 0.5875 -1.9544
O -0.8489 0.4505 -2.7894
H -0.3969 1.1895 -2.4104
H -0.4919 0.4275 -3.6984
O -0.8879 -2.3345 2.8896
H -1.2319 -1.4635 2.7966
H 0.0321 -2.1245 2.7856
```

Here is what Löwdin gives for the atomic charges, in e: -0.050, -0.012, 0.050, -0.016, -0.013, 0.052, -0.043, -0.032, 0.056, -0.057, 0.009, 0.005, -0.014, 0.068, 0.071, -0.063, 0.065, -0.015, -0.040, 0.015, 0.052, -0.037, -0.042, 0.006, -0.017, 0.043, -0.037, -0.054, -0.008, 0.042, -0.046, -0.015, 0.032, -0.027, 0.053, 0.086, -0.049, 0.064, 0.036, -0.057, 0.005, -0.037, -0.043, -0.020, 0.084, -0.024, -0.018, -0.010